{"formula": "C49H110Br2N14O33", "method": "the ωB97M-V functional and the def2-TZVPD basis", "species": ["C", "C", "C", "C", "C", "C", "N", "O", "C", "C", "C", "H", "H", "H", "H", "H", "H", "H", "H", "H", "H", "H", "H", "H", "H", "H", "H", "H", "H", "C", "C", "N", "C", "C", "C", "C", "C", "O", "C", "H", "H", "H", "H", "H", "H", "H", "H", "H", "H", "H", "H", "H", "H", "H", "H", "H", "H", "H", "H", "C", "C", "C", "O", "C", "C", "C", "O", "O", "O", "H", "H", "C", "N", "O", "O", "H", "H", "H", "C", "N", "O", "O", "H", "H", "H", "C", "N", "O", "O", "H", "H", "H", "C", "N", "O", "O", "H", "H", "H", "C", "N", "O", "O", "H", "H", "H", "C", "N", "O", "O", "H", "H", "H", "C", "N", "O", "O", "H", "H", "H", "C", "N", "O", "O", "H", "H", "H", "C", "N", "O", "O", "H", "H", "H", "C", "N", "O", "O", "H", "H", "H", "C", "N", "O", "O", "H", "H", "H", "C", "N", "O", "O", "H", "H", "H", "Br", "C", "C", "Br", "H", "H", "H", "H", "C", "C", "O", "C", "C", "H", "H", "H", "H", "H", "H", "H", "H", "H", "H", "C", "C", "O", "C", "C", "H", "H", "H", "H", "H", "H", "H", "H", "H", "H", "C", "C", "O", "C", "C", "H", "H", "H", "H", "H", "H", "H", "H", "H", "H"], "positions_angstrom": [[0.709113, -0.294322, 2.106734], [-0.417812, -0.291976, 1.032052], [-0.937553, 1.167579, 0.989109], [-1.749803, 1.551463, -0.187999], [-0.973206, 1.305137, -1.444203], [-0.568758, -0.175471, -1.585670], [0.135245, -0.652634, -0.321329], [0.760010, -1.742962, -0.396307], [0.428982, -0.200185, -2.767068], [-1.835075, -1.091349, -1.863221], [-1.585835, -1.239990, 1.406496], [1.154839, -1.282310, 2.219473], [0.371110, 0.036341, 3.086591], [1.494039, 0.380201, 1.761427], [-0.100400, 1.831982, 1.206104], [-1.554539, 1.232977, 1.887151], [-1.885786, 2.634285, -0.146881], [-2.773219, 1.183156, -0.284752], [-0.059727, 1.882129, -1.274713], [-1.473085, 1.638281, -2.351935], [1.257067, 0.494659, -2.632364], [-0.135689, 0.142079, -3.635612], [0.790009, -1.203423, -2.994100], [-2.652999, -0.856357, -1.183792], [-1.635697, -2.140698, -1.643638], [-2.181914, -1.040288, -2.893903], [-2.435960, -1.404521, 0.745903], [-2.100847, -0.930225, 2.317971], [-1.185716, -2.226919, 1.622460], [3.820662, -0.535478, -2.845052], [4.872483, -1.355356, -3.597578], [5.949151, -2.007911, -2.732829], [5.243396, -2.632863, -1.515379], [6.647397, -3.106669, -3.544191], [5.836794, -4.425756, -3.686553], [6.964567, -1.007497, -2.126350], [8.057625, -0.643299, -3.164616], [7.485191, -0.026278, -4.311613], [8.497182, 0.236732, -5.307652], [3.106413, -0.061252, -3.518299], [4.270568, 0.210992, -2.191102], [3.171619, -1.233987, -2.315843], [5.293444, -0.787471, -4.424182], [4.387764, -2.227978, -4.037235], [4.794878, -1.846227, -0.907352], [5.958845, -3.048066, -0.806413], [4.479795, -3.321698, -1.862829], [7.595802, -3.272472, -3.036622], [6.866000, -2.687562, -4.525039], [5.612212, -4.882043, -2.723606], [6.342674, -5.170145, -4.299212], [4.862232, -4.270788, -4.151130], [7.602066, -1.600890, -1.467995], [6.522134, -0.178192, -1.576907], [8.596358, -1.525005, -3.521351], [8.838459, 0.040828, -2.823372], [9.039616, 1.138150, -5.020063], [8.050965, 0.301570, -6.297273], [9.240158, -0.563444, -5.364595], [4.357956, 3.209368, 0.034260], [5.719815, 2.967030, 0.095874], [6.245369, 1.566822, -0.093293], [7.506162, 1.386044, -0.176557], [5.412245, 0.468089, -0.138867], [3.960799, 0.614648, -0.171872], [3.424309, 2.131637, -0.076117], [2.186680, 2.247153, -0.032229], [3.156283, -0.290909, -0.229005], [6.449915, 3.923912, 0.466927], [3.991901, 4.203589, 0.249899], [5.874083, -0.510986, -0.164312], [-1.077074, 1.910048, 6.409413], [-1.257198, 1.510576, 4.957872], [-1.386883, 2.396026, 4.129005], [-1.368620, 0.324078, 4.692564], [-0.032306, 1.657485, 6.585020], [-1.608550, 1.229955, 7.072362], [-1.378925, 2.949377, 6.478274], [2.754545, 2.707341, -6.619114], [2.326866, 1.537589, -5.805129], [1.136014, 1.291101, -5.894247], [3.111873, 0.989723, -5.067166], [1.937702, 3.398125, -6.804761], [3.020203, 2.385907, -7.627685], [3.662466, 3.089132, -6.157929], [-2.080183, 5.413406, 2.374292], [-3.284423, 5.000250, 1.594092], [-4.187290, 5.783655, 1.387297], [-3.352691, 3.811772, 1.316228], [-2.108443, 5.011963, 3.384028], [-1.843444, 6.473585, 2.336285], [-1.272299, 4.929506, 1.824808], [-2.211713, -2.511931, 5.760508], [-3.731279, -2.527920, 5.604881], [-4.237807, -3.503710, 5.085729], [-4.368963, -1.582619, 6.025583], [-1.833816, -2.132720, 4.809711], [-1.886553, -3.539725, 5.891787], [-1.762508, -1.788884, 6.438077], [2.313669, 3.923154, -2.366907], [3.362184, 4.346966, -3.333939], [2.980657, 5.070760, -4.234771], [4.490951, 3.910494, -3.230649], [1.396267, 4.505262, -2.418381], [2.743056, 4.130397, -1.388652], [2.070716, 2.906295, -2.668420], [4.525330, -0.283151, 3.254909], [5.303138, -1.342638, 3.954140], [5.020712, -2.519997, 3.726031], [6.052843, -0.900719, 4.789219], [5.217385, 0.173756, 2.547994], [4.172214, 0.383156, 4.036983], [3.684173, -0.763943, 2.760543], [2.254998, 3.430089, 2.698258], [1.544898, 3.438461, 4.023308], [1.357103, 2.376991, 4.603304], [1.186295, 4.530029, 4.412163], [1.848383, 2.543359, 2.218772], [3.299964, 3.285720, 2.970403], [2.122906, 4.326653, 2.102632], [-2.990884, -5.046639, -4.321088], [-3.484666, -3.934754, -3.485693], [-3.090209, -3.929475, -2.337578], [-4.231123, -3.079902, -3.935322], [-2.953603, -4.647240, -5.329993], [-3.669389, -5.897507, -4.271567], [-2.037778, -5.380645, -3.922777], [-5.415772, -2.202704, 2.252990], [-5.144408, -2.009658, 0.778281], [-5.224099, -2.934703, -0.020662], [-4.927338, -0.870191, 0.431425], [-6.125350, -1.496764, 2.677642], [-4.449473, -1.989324, 2.708748], [-5.683330, -3.250184, 2.359915], [-2.630016, 3.903366, -4.386065], [-1.591348, 2.862645, -4.475917], [-1.840920, 1.798609, -5.011135], [-0.550246, 3.135853, -3.887565], [-3.598423, 3.557397, -4.738157], [-2.297633, 4.834068, -4.840728], [-2.755017, 4.143452, -3.330533], [-1.209863, -1.235000, -6.071704], [-1.498032, -2.637871, -6.442901], [-2.141532, -2.806059, -7.460888], [-1.001306, -3.556903, -5.803124], [-0.170757, -1.117212, -6.375466], [-1.236313, -1.217157, -4.983974], [-1.924553, -0.557617, -6.524937], [-3.183076, -5.862533, 0.602827], [-2.491010, -4.643924, 1.126245], [-1.718225, -4.123465, 0.322185], [-2.749798, -4.222980, 2.239215], [-2.624692, -6.769284, 0.827611], [-3.431466, -5.838907, -0.454301], [-4.108930, -5.878606, 1.176676], [3.540963, -5.128909, 0.739938], [2.617322, -4.851638, 2.453034], [1.272746, -4.196767, 2.232038], [0.365824, -4.069124, 3.959588], [3.198330, -4.203187, 3.106441], [2.472454, -5.832630, 2.898424], [0.667278, -4.838513, 1.594638], [1.323548, -3.204048, 1.792046], [-5.218215, 2.778381, -1.479993], [-6.547959, 2.195511, -2.022814], [-6.740642, 2.949179, -3.228282], [-7.713316, 2.397952, -4.087538], [-7.278421, 2.479621, -5.569291], [-4.523619, 2.791525, -2.318350], [-5.369624, 3.758117, -1.027283], [-4.784720, 2.209346, -0.655711], [-6.504336, 1.133164, -2.267684], [-7.363355, 2.389073, -1.322927], [-7.897011, 1.356386, -3.818370], [-8.617559, 3.010173, -4.037604], [-7.963789, 1.902687, -6.187022], [-6.244937, 2.142746, -5.660958], [-7.271369, 3.535592, -5.841812], [1.153188, 0.589921, 9.234532], [1.852506, -0.033840, 8.035697], [1.072150, -1.091544, 7.551312], [1.727814, -2.061806, 6.783110], [2.229009, -1.512976, 5.414900], [1.114052, -0.125267, 10.056964], [1.716746, 1.464839, 9.562334], [0.131388, 0.932770, 9.072270], [1.892222, 0.701456, 7.222846], [2.900950, -0.269803, 8.235344], [2.580393, -2.499347, 7.311170], [1.061540, -2.898562, 6.572491], [2.847244, -0.626294, 5.553113], [1.394329, -1.161566, 4.806268], [2.712790, -2.349151, 4.912962], [-8.794823, 0.233500, 1.126639], [-7.945615, 1.400739, 1.643163], [-6.636465, 0.964225, 2.061917], [-5.817653, 2.000863, 2.592341], [-4.514155, 1.512257, 3.187962], [-9.063784, -0.486875, 1.897415], [-9.722879, 0.696716, 0.786238], [-8.310441, -0.219788, 0.262817], [-7.732444, 2.084510, 0.818724], [-8.398024, 1.903913, 2.500088], [-5.623034, 2.738482, 1.808939], [-6.453501, 2.517215, 3.320073], [-3.960819, 1.094494, 2.341023], [-4.573651, 0.645068, 3.849390], [-3.853350, 2.235865, 3.660578]], "forces_ev_per_a": [[0.213, -0.584, -0.914], [-0.148, 2.029, 1.257], [-0.205, -0.898, 1.573], [-0.791, 1.411, -1.111], [0.711, -0.533, 0.858], [0.281, 0.893, -1.717], [0.232, -5.693, -0.140], [-1.866, 4.587, 0.177], [-0.557, -0.579, 0.070], [0.821, -0.298, 1.173], [0.142, -1.072, 0.276], [-0.062, -0.007, 0.021], [-0.466, 0.024, -0.237], [0.035, -0.032, -0.095], [0.058, 0.150, -0.658], [0.016, 0.072, 0.048], [-0.135, 0.019, 0.167], [0.090, -0.508, 0.574], [0.234, -0.014, -0.631], [0.045, -0.276, 0.143], [-0.044, -0.131, 0.313], [0.037, 0.085, 0.040], [0.122, 0.009, 0.119], [-0.086, 0.352, -0.280], [0.337, -0.013, -0.157], [0.231, 0.433, 0.001], [0.492, 0.371, -0.656], [0.636, 0.603, 0.199], [0.092, -0.057, -0.070], [-0.065, -1.019, -0.308], [-0.853, -0.024, -0.397], [-0.346, 0.141, 1.206], [0.230, 0.826, -0.024], [-0.456, -0.284, 0.237], [-0.223, 0.603, 0.319], [2.385, -0.811, -2.054], [-0.620, 0.782, -0.874], [0.325, -0.285, -1.025], [-0.242, -0.140, 0.811], [0.824, -0.221, 0.010], [-0.090, -0.274, -0.408], [0.363, 0.259, 0.565], [0.631, -0.072, 0.356], [-0.165, 0.078, -0.115], [-0.378, 0.063, -0.579], [0.275, -0.575, -0.593], [0.106, -0.014, 0.168], [-0.084, -0.254, 0.026], [-0.059, 0.116, 0.054], [0.317, -0.042, 0.018], [0.332, 0.251, 0.014], [0.067, 0.190, -0.135], [-0.576, -0.080, 0.667], [-0.027, -0.255, -0.950], [-0.009, -0.280, 0.229], [-0.287, -0.066, 0.975], [-0.062, 0.201, -0.260], [-0.253, 0.322, 0.173], [-0.067, -0.267, 0.172], [-2.753, -2.328, -0.343], [1.360, 2.722, 1.462], [3.874, -0.193, -0.157], [-1.721, 0.469, 0.001], [-3.469, -0.199, 0.555], [2.996, 2.145, 0.995], [1.386, 0.126, 0.142], [-1.091, -0.080, 0.017], [-1.573, -1.082, 0.452], [0.038, -1.779, -0.815], [0.043, 0.104, -0.020], [-0.409, 0.311, 0.752], [0.479, -0.809, -0.660], [-1.429, 0.092, 0.069], [0.272, -0.246, 0.542], [0.423, 0.291, 0.259], [0.143, 0.748, 0.084], [-0.507, 0.055, -0.436], [0.382, -0.063, 0.176], [1.089, -0.047, -0.685], [-1.213, 1.256, -0.412], [0.175, -0.734, 0.139], [0.025, 0.199, -0.849], [-0.007, 0.016, 0.818], [0.096, -0.572, 0.162], [-0.303, 0.399, 0.081], [1.218, -0.159, -0.948], [-1.015, -0.434, 0.915], [0.476, 0.329, -0.099], [0.395, 0.422, -0.106], [-0.319, -0.028, -0.113], [-0.795, 0.084, 0.080], [0.100, -0.206, 0.321], [0.020, 0.099, -1.152], [0.311, 0.127, 0.921], [0.521, 0.127, -0.085], [0.351, 0.159, -0.156], [-0.201, -0.392, -0.287], [-0.126, 0.096, 0.126], [-0.883, -0.169, 0.648], [0.100, 0.439, 0.428], [-0.272, 0.031, -0.390], [0.145, 0.418, -0.585], [-0.636, 0.110, 0.115], [0.274, 0.284, -0.738], [-0.033, -1.021, -0.120], [0.290, -0.191, 0.755], [-0.209, -0.495, -0.380], [-1.540, 0.180, 0.130], [0.863, 0.769, 0.273], [0.731, -0.947, 0.207], [-0.238, 0.230, -0.022], [0.217, 0.192, -0.195], [0.159, 0.096, -0.207], [0.015, -1.281, 0.680], [-0.117, 0.827, -0.705], [0.443, 0.484, -0.230], [-0.277, -0.231, 0.600], [0.379, 0.154, -0.372], [0.056, -0.052, -0.328], [-0.250, 0.061, 0.432], [-0.229, -0.179, -0.699], [-0.333, 0.482, 0.833], [0.075, -0.151, 0.323], [0.426, -0.641, -0.439], [0.173, -0.395, 0.005], [-0.331, 0.296, 0.114], [0.056, 0.350, -0.157], [0.888, -0.778, -0.350], [-1.212, 0.540, -0.525], [0.176, -0.116, 1.093], [0.531, 0.334, 0.030], [-0.176, 0.117, -0.685], [-0.020, -0.233, 0.134], [-0.016, 0.147, 0.271], [-0.906, 0.595, 0.495], [0.607, 0.118, 0.745], [0.064, 0.351, 0.058], [-0.406, -0.327, -0.787], [0.283, -0.130, -0.389], [0.140, -0.298, -0.346], [0.208, -0.208, 0.077], [0.407, -0.502, 0.948], [-0.085, -0.633, -1.081], [-0.136, -0.041, 0.266], [-0.067, 0.819, 0.118], [-0.122, 0.486, -0.101], [-0.040, 0.229, -0.093], [0.185, -0.138, -0.124], [-1.253, -0.367, 1.047], [0.491, 0.313, -1.568], [-0.225, -0.301, 0.970], [0.122, -0.425, -0.641], [0.322, 0.287, 0.141], [0.499, 0.649, 0.011], [-0.002, -0.252, -0.069], [-0.212, 0.184, 0.442], [-0.279, 0.397, 0.281], [-0.075, -0.560, -0.511], [0.057, -0.069, -0.353], [0.482, -0.247, -0.253], [0.219, 0.031, -0.060], [-0.214, 0.196, 0.084], [0.098, -0.068, 0.130], [-0.657, -0.800, 0.496], [1.089, 1.357, -0.126], [-0.041, -0.449, -0.045], [-0.035, 0.276, -1.020], [0.427, 0.402, 1.183], [0.130, 0.210, 0.133], [-0.030, 0.228, -0.498], [-0.103, -0.385, -0.145], [0.170, -0.087, 0.161], [-0.138, -0.146, 0.006], [-0.254, 0.010, 0.054], [-0.331, -0.359, 0.421], [0.108, 0.088, -0.133], [-0.106, -0.338, -0.169], [-0.168, -0.062, -0.300], [0.467, -0.111, 0.366], [-0.595, 1.210, -0.679], [-0.647, -0.940, 0.526], [0.850, 0.316, -1.354], [-0.750, -0.108, 0.904], [0.047, 0.018, 0.041], [0.079, -0.041, 0.071], [0.008, -0.183, -0.441], [0.217, 0.323, 0.053], [-0.085, -0.510, 0.279], [0.107, 0.169, 0.247], [-0.364, 0.208, 0.258], [0.458, -0.321, 0.029], [-0.174, -0.227, 0.025], [0.334, 0.348, -0.197], [0.210, 1.033, 0.185], [1.422, -0.561, 0.105], [0.054, -0.999, 0.135], [-1.169, 0.732, 0.408], [0.408, -1.380, -0.971], [0.273, -0.092, -0.025], [-0.106, -0.157, -0.113], [0.002, -0.232, 0.140], [-0.566, 0.404, 0.037], [-0.307, 0.203, -0.158], [0.204, 0.021, -0.114], [0.223, 0.187, 0.362], [0.300, 0.157, -0.067], [-0.610, 0.198, 0.314], [-0.439, 0.400, -0.136]], "e_tot_ha": -10329.06521, "lumo_energy_ev": -2.739, "largest_force_ev_per_a": 5.7, "homo_ev": -6.280, "gap_ev": 3.5}